Below is a single C7H5BrO2S molecule at a distorted geometry, with properties calculated with ωB97M-V/def2-TZVPD.

Calculated values
* HOMO energy (alpha / beta): -9.15 / -9.33 eV
* frontier orbital gap (alpha / beta): 7.0 / 7.0 eV
* spin multiplicity: 1
* E_LUMO (alpha / beta): -2.16 / -2.37 eV
* electronic energy: -3392.28640 a.u.
* net charge: 0
* SMILES: O=S(=O)=C(Br)c1ccccc1
* energy above the lowest of the compared OMol25 structures with the same formula, charge and spin: 0.000 eV

Structure (XYZ):
```
16
Properties=species:S:1:pos:R:3:forces:R:3
O -1.23584 -2.61768 -3.17663 -0.384 -0.089 0.150
S -0.60477 -2.26130 -1.94157 0.656 0.523 -0.867
O 0.72385 -2.77180 -1.68798 -0.118 -0.168 0.382
C -0.66750 -0.59022 -1.52921 -3.557 -0.120 -1.156
Br -2.94915 0.00407 -2.13029 2.844 -0.677 0.740
C -0.24509 -0.01408 -0.31954 0.521 0.593 0.779
C 0.88037 -0.56083 0.33315 -0.007 0.057 -0.028
C 1.44432 0.09844 1.40320 0.024 0.031 0.118
C 0.91696 1.30127 1.85347 0.015 -0.092 -0.058
C -0.19667 1.84297 1.22721 0.002 0.027 0.105
C -0.77907 1.19643 0.16126 -0.062 -0.159 -0.263
H 1.29493 -1.48810 -0.02275 0.099 -0.050 0.030
H 2.30567 -0.33069 1.89257 0.063 -0.034 0.032
H 1.37227 1.80936 2.69041 0.018 0.045 0.058
H -0.61580 2.77347 1.57823 -0.041 0.074 0.018
H -1.64447 1.60868 -0.33154 -0.074 0.040 -0.040
```
Positions in Å, forces in eV/Å.